Below is a molecular structure, C19H31ClHfN5O6, with properties calculated with ωB97M-V/def2-TZVPD.

Structure (XYZ):
```
63
Properties=species:S:1:pos:R:3:forces:R:3
C 10.1094 9.5279 -39.5706 0.021 0.719 -0.082
C 8.9912 9.5502 -40.5989 0.905 -0.029 -0.472
N 7.6651 9.7964 -40.0162 0.048 -1.803 0.593
C 7.3145 10.9190 -39.3397 -0.684 0.343 -0.342
C 6.0100 10.7603 -38.9543 0.732 0.234 -0.169
N 5.6245 9.4976 -39.3441 0.372 -0.669 0.519
C 6.6887 8.8738 -39.9153 -0.282 1.778 -0.105
C 4.2855 8.9427 -39.1032 -0.315 0.737 -0.871
H 9.9860 8.6808 -38.8987 0.294 0.041 0.072
H 10.1888 10.4636 -39.0136 -0.375 -0.098 0.230
H 11.0676 9.5240 -40.0901 -0.041 -0.576 -0.060
H 8.9985 8.6029 -41.1383 -0.456 -0.058 0.098
H 9.1710 10.3012 -41.3689 -0.139 0.184 0.166
H 8.0091 11.7389 -39.2469 -0.214 0.119 0.024
H 5.3740 11.4814 -38.4675 -0.169 -0.215 0.008
H 6.7624 7.8483 -40.2337 -0.204 0.115 -0.263
H 4.2188 8.2107 -38.3035 0.296 0.032 0.024
H 3.8849 8.5632 -40.0418 0.277 -0.442 0.054
H 3.6216 9.7834 -38.9053 0.179 0.011 0.434
C -0.9122 3.1617 -38.4695 1.067 -0.196 0.383
C -0.2798 4.5478 -38.3769 -0.683 0.855 -0.487
N -0.3834 5.1049 -37.0010 0.431 0.792 -0.101
C -0.3456 4.3946 -35.8237 -0.104 -0.878 0.016
C -0.5693 5.2544 -34.8087 0.505 0.301 0.501
N -0.6226 6.5172 -35.3357 0.070 -0.706 -0.820
C -0.5137 6.4028 -36.6645 -0.313 0.618 0.514
C -0.7543 7.6922 -34.4464 -0.359 -0.062 -0.720
H -1.8621 3.1167 -37.9415 -0.046 0.021 -0.122
H -0.2173 2.4450 -38.0282 -0.256 -0.161 0.170
H -1.0287 2.8070 -39.4928 -0.140 0.309 -0.102
H -0.8039 5.2300 -39.0534 -0.533 0.195 0.475
H 0.7277 4.6703 -38.7792 0.388 -0.701 0.577
H -0.1071 3.3445 -35.7989 -0.373 -0.027 0.023
H -0.6321 5.1552 -33.7362 0.023 -0.430 -0.075
H -0.5551 7.2685 -37.3057 -0.063 -0.227 -0.276
H 0.0957 7.6794 -33.7706 -0.168 0.126 0.143
H -1.7149 7.5674 -33.9513 0.166 0.228 0.306
H -0.7752 8.6027 -35.0400 0.060 -0.014 0.035
Hf 6.2237 3.9991 -37.2796 -0.945 0.047 -3.164
Cl 4.4086 4.6846 -40.6895 -1.614 0.704 -3.741
O 5.3257 4.2710 -39.6023 2.450 -0.984 4.542
O 3.0602 4.5426 -40.2351 -0.141 0.049 0.782
O 4.6937 6.0606 -40.9975 0.158 -0.839 0.590
O 4.6209 3.8167 -41.8109 0.334 0.758 1.340
C 2.3526 6.9623 -43.0939 0.523 0.455 -0.139
N 1.3756 6.8066 -44.1803 -1.034 0.004 -0.807
O 1.6088 6.0220 -45.0853 0.110 -0.414 0.348
O 0.3626 7.4921 -44.2120 0.414 -0.332 0.596
H 1.8850 6.8083 -42.1256 -0.183 0.041 -0.103
H 2.6766 7.9988 -43.1959 0.150 -0.042 0.222
H 3.1741 6.2744 -43.2732 -0.044 0.038 -0.039
C 0.0513 2.6799 -43.3974 -0.516 -0.281 -1.962
C 0.5965 3.7598 -42.6225 0.502 0.846 1.653
C -0.2350 4.6730 -42.0396 0.333 -0.232 -0.392
C -1.6133 4.5884 -42.3805 0.921 1.272 0.975
C -2.0995 3.6767 -43.3546 -0.918 -1.177 -0.713
C -1.3114 2.6547 -43.7754 -0.821 -0.400 -0.001
H 0.7610 1.9848 -43.8389 -0.115 -0.301 0.077
H 1.6569 3.6557 -42.4203 0.046 0.445 0.246
H 0.0865 5.3913 -41.3009 0.152 0.079 -0.137
H -2.3447 5.2032 -41.8620 -0.014 -0.003 0.133
H -3.1579 3.7492 -43.5834 0.034 -0.069 -0.489
H -1.7486 1.8734 -44.3859 0.297 -0.134 -0.117
```
Positions in Å, forces in eV/Å.

Values from the calculation:
E_HOMO = -20.8 eV
net charge = +5
LUMO energy = -19.3843 eV
total energy = -53693.40383 eV

Results of the natural (NBO) charge analysis, in e, for atoms 1 through 4:
1. C -0.628
2. C -0.230
3. N -0.254
4. C -0.013

***

Below is a molecular structure, C19H31CsN7OS3, with properties calculated with ωB97M-V/def2-TZVPD.

Structure (XYZ):
```
62
Properties=species:S:1:pos:R:3:forces:R:3
Cs -1.4024 -0.6212 0.7019 0.716 0.194 -0.331
N -1.0660 1.8783 -3.7460 -0.279 0.221 -0.544
C -0.6314 0.5792 -3.8995 0.238 -0.535 0.310
C -0.7285 0.0160 -5.1810 0.075 -0.200 -0.120
C -0.3209 -1.2884 -5.3652 0.031 0.151 0.464
C 0.1730 -1.9951 -4.2665 -0.022 -0.073 -0.365
C 0.2267 -1.3502 -3.0481 -0.017 -0.044 -0.129
N -0.1631 -0.0960 -2.8494 -0.317 0.328 -0.330
C -1.0887 2.6936 -2.6330 0.151 0.400 0.782
C -1.9084 3.8336 -2.6675 -0.008 -0.109 0.023
C -1.9536 4.6530 -1.5599 0.295 -0.172 0.153
C -1.1610 4.3336 -0.4564 -0.212 0.124 -0.125
C -0.3652 3.2037 -0.5324 -0.029 0.311 0.244
N -0.3182 2.4021 -1.5864 -0.141 -0.208 -0.606
H -1.5827 2.2415 -4.5361 0.148 -0.115 0.213
H -1.1171 0.6000 -6.0058 -0.003 0.022 -0.013
H -0.3846 -1.7530 -6.3382 -0.013 -0.014 -0.068
H 0.5021 -3.0175 -4.3757 0.026 -0.057 0.082
H 0.6068 -1.8518 -2.1675 0.027 -0.151 0.109
H -2.5073 4.0476 -3.5426 -0.062 -0.007 -0.037
H -2.5927 5.5266 -1.5528 0.008 -0.004 -0.002
H -1.1594 4.9492 0.4321 0.021 -0.004 0.027
H 0.2706 2.9238 0.2980 -0.006 -0.002 0.163
C 1.5587 -4.2897 -0.2642 0.013 0.095 0.070
N 1.5907 -3.3448 0.8334 0.018 -0.054 0.033
C 0.9781 -3.9357 2.0088 -0.035 -0.001 -0.019
C 2.9362 -2.8788 1.1268 0.017 0.229 -0.244
C 3.4326 -1.8044 0.1521 -0.147 -0.212 0.214
N 2.6261 -0.5994 0.2046 0.139 -0.077 -0.115
C 2.9712 0.2531 1.3245 -0.069 -0.022 -0.009
C 2.6983 0.1662 -1.0224 0.007 0.000 0.059
H 2.0983 -5.2250 -0.0242 -0.015 0.024 -0.038
H 2.0113 -3.8499 -1.1509 0.022 -0.024 -0.103
H 0.5211 -4.5382 -0.4942 0.045 -0.038 -0.035
H 1.5446 -4.8110 2.3751 -0.049 0.012 0.016
H -0.0342 -4.2555 1.7645 -0.043 -0.026 0.082
H 0.9148 -3.1980 2.8074 -0.029 -0.008 0.036
H 3.6624 -3.7158 1.1299 -0.064 0.061 0.082
H 2.9216 -2.4481 2.1288 0.052 -0.073 0.046
H 3.3845 -2.1974 -0.8654 0.072 0.000 -0.025
H 4.4988 -1.6085 0.3827 -0.076 0.035 -0.123
H 3.9515 0.7422 1.1793 0.022 -0.046 0.025
H 3.0080 -0.3259 2.2435 -0.026 0.012 0.115
H 2.2121 1.0221 1.4437 -0.051 0.100 0.108
H 3.6974 0.6082 -1.1805 0.042 0.039 -0.012
H 1.9583 0.9610 -0.9878 -0.054 0.153 -0.099
H 2.4647 -0.4630 -1.8767 -0.002 -0.043 -0.063
S -5.6101 -1.1469 3.8527 -0.380 0.110 0.333
C -4.2651 -1.2090 2.8501 -0.686 0.058 0.329
S -4.4551 -1.1872 1.1627 -0.436 -0.062 -1.089
S -2.7068 -1.2722 3.5389 1.013 -0.224 0.644
C -3.2900 2.5860 3.7011 -0.233 -0.213 0.329
N -1.9933 2.7031 3.0748 -0.204 0.098 -0.554
C -0.8935 1.9569 3.3521 -0.159 0.330 0.546
N -0.9512 1.1793 4.4740 0.072 0.083 0.155
O 0.1243 2.0827 2.6786 0.675 -0.186 -0.607
H -4.0018 3.1823 3.1353 -0.002 0.009 0.009
H -3.2532 2.9657 4.7249 -0.055 0.006 0.007
H -3.6615 1.5573 3.7235 0.009 -0.027 -0.055
H -1.9471 3.1819 2.1875 0.108 -0.139 0.179
H -1.8430 0.7284 4.6621 -0.053 -0.142 -0.068
H -0.1877 0.5192 4.5211 -0.088 0.106 -0.059
```
Positions in Å, forces in eV/Å.

Values from the calculation:
E_HOMO = -2.4 eV
net charge = -1
ΔE to the lowest compared entry with this formula, charge and spin = 0.0 kcal per mole
LUMO energy = 1.7142 eV
total energy = -65740.57542 eV

Results of the Mulliken charge analysis, in e, for atoms 1 through 4:
1. Cs 0.794
2. N -0.097
3. C 0.611
4. C -0.681

***

Below is a gas-phase ion, C19H31N2O (charge +1), with properties calculated with ωB97M-V/def2-TZVPD.

Structure (XYZ):
```
53
Properties=species:S:1:pos:R:3:forces:R:3
C -5.5302 -2.7600 0.1539 -0.076 -0.078 0.005
C -5.1747 -1.3587 -0.2226 0.104 0.044 -0.030
C -5.7360 -0.7713 -1.3545 0.072 0.067 0.079
C -5.4295 0.5290 -1.7059 -0.020 -0.009 -0.039
C -4.5472 1.2704 -0.9363 0.058 0.001 0.163
C -3.9789 0.7033 0.1952 0.016 0.093 -0.026
C -3.0068 1.4765 1.0465 -0.773 0.031 -0.026
N -1.6261 0.9345 0.8849 -0.101 -0.144 0.090
C -0.6764 1.4652 1.8921 0.598 -0.014 0.644
C 0.6708 0.7689 1.7662 0.065 0.303 -0.367
C 1.2547 0.9731 0.3599 -0.178 -0.288 0.131
N 2.5866 0.4218 0.2752 0.003 0.106 0.034
C 2.6970 -1.0268 0.2250 0.371 0.019 0.106
C 4.1670 -1.4168 0.4449 -0.384 -0.406 0.230
C 4.3658 -2.9241 0.3808 0.029 0.494 -0.043
O 4.9722 -0.8277 -0.5492 0.066 -0.096 -0.128
C 4.8770 0.5795 -0.5360 -0.057 0.550 -0.251
C 5.7982 1.1253 -1.6166 -0.234 -0.273 0.338
C 3.4205 1.0105 -0.7609 0.317 -0.126 0.138
C 0.2284 0.4463 -0.6687 0.285 0.360 0.258
C -1.1058 1.1532 -0.4873 0.334 -0.232 -0.883
C -4.2948 -0.6071 0.5426 -0.042 0.114 -0.100
H -6.5918 -2.8237 0.3878 -0.056 -0.071 0.045
H -4.9665 -3.0963 1.0200 0.014 -0.063 0.042
H -5.3380 -3.4372 -0.6764 0.013 -0.086 -0.005
H -6.4258 -1.3424 -1.9564 -0.093 -0.070 -0.087
H -5.8780 0.9722 -2.5808 -0.054 0.042 -0.099
H -4.3155 2.2892 -1.2084 0.035 0.140 -0.036
H -2.9965 2.5319 0.7691 0.158 -0.066 0.048
H -3.2805 1.3933 2.1013 0.193 0.018 -0.051
H -1.6870 -0.0828 1.0185 -0.028 0.159 -0.019
H -1.0955 1.3089 2.8884 -0.137 0.033 -0.151
H -0.5719 2.5392 1.7240 -0.150 -0.044 -0.062
H 1.3626 1.1774 2.5014 -0.042 -0.001 0.059
H 0.5582 -0.2955 1.9777 -0.017 -0.090 0.059
H 1.3672 2.0529 0.2011 -0.067 -0.016 0.013
H 2.0927 -1.4743 1.0144 -0.031 -0.078 0.004
H 2.3792 -1.4293 -0.7512 -0.021 -0.064 0.037
H 4.4740 -1.0330 1.4335 -0.063 -0.041 -0.132
H 4.0465 -3.2990 -0.5877 -0.054 -0.084 -0.108
H 5.4195 -3.1528 0.5042 0.094 -0.075 0.039
H 3.7989 -3.4167 1.1655 -0.053 -0.090 0.087
H 5.1895 0.9509 0.4553 -0.068 -0.042 -0.126
H 5.4804 0.7648 -2.5910 -0.028 -0.012 -0.141
H 6.8104 0.7774 -1.4366 0.122 0.015 -0.006
H 5.7864 2.2112 -1.6110 0.029 0.134 -0.024
H 3.3555 2.0980 -0.6983 0.005 0.026 -0.029
H 3.1114 0.6884 -1.7691 0.042 0.044 -0.044
H 0.5906 0.6295 -1.6800 -0.088 -0.053 -0.072
H 0.1001 -0.6312 -0.5490 -0.016 -0.089 -0.045
H -0.9909 2.2292 -0.6353 -0.128 0.000 0.140
H -1.8468 0.7788 -1.1977 0.009 0.096 0.187
H -3.8702 -1.0441 1.4377 0.021 -0.089 0.156
```
Positions in Å, forces in eV/Å.

Values from the calculation:
E_HOMO = -11.3 eV
net charge = +1
ΔE to the lowest compared entry with this formula, charge and spin = 28.1 kcal per mole
SMILES string = Cc1cccc(C[N@H+]2CC[C@H](N3C[C@@H](C)O[C@@H](C)C3)CC2)c1
LUMO energy = -2.4678 eV
total energy = -25228.33837 eV

Results of the natural (NBO) charge analysis, in e, for atoms 1 through 4:
1. C -0.638
2. C 0.013
3. C -0.190
4. C -0.180

***

Below is 9 unconnected molecules or ions with the total composition C19H31N9O, with properties calculated with ωB97M-V/def2-TZVPD.

Structure (XYZ):
```
60
Properties=species:S:1:pos:R:3:forces:R:3
C 2.4062 3.6040 -1.2081 -2.210 0.545 -0.856
N 2.4311 2.6530 -0.1581 0.964 -1.369 -0.193
C 2.5252 3.0101 1.1432 -0.925 -0.771 -0.150
C 2.6863 1.8018 2.0522 0.460 1.318 1.120
O 2.3815 4.1545 1.5267 0.265 -0.099 0.159
H 1.3631 3.9695 -1.3943 0.743 -0.213 0.131
H 2.7607 3.2270 -2.1349 0.190 -0.924 -0.757
H 3.0017 4.4533 -1.0599 0.869 1.260 0.864
H 2.6936 1.6856 -0.3800 -0.398 0.828 0.131
H 2.8486 0.8380 1.6212 -0.185 -0.472 -0.680
H 1.8842 1.7833 2.7861 -0.245 -0.031 -0.109
H 3.5715 2.0361 2.6300 0.326 -0.065 0.338
C -0.1443 -1.4007 2.7019 1.107 -2.339 1.925
C -1.3510 -1.7198 1.9943 -2.090 -0.403 -1.212
N -2.3527 -1.9012 1.4265 1.733 0.140 0.842
H -0.3528 -1.3644 3.8117 0.130 0.107 -1.173
H 0.2102 -0.4710 2.3704 0.607 1.333 -0.341
H 0.6717 -2.2069 2.5675 -1.422 1.258 0.000
C -2.2546 -0.5700 -4.0016 -0.103 2.090 -0.797
C -1.5354 0.7703 -3.8675 -1.770 -1.181 0.742
N -1.1029 1.7583 -3.4724 0.354 0.051 -0.406
H -1.7411 -1.1721 -3.3104 0.792 -1.352 0.503
H -2.1913 -0.8868 -5.0419 0.137 -0.349 0.252
H -3.3197 -0.5740 -3.6904 0.685 0.668 -0.225
C 3.1899 -3.6822 -0.2070 -1.643 -1.233 -0.333
C 2.4014 -3.9370 1.0220 1.050 0.011 -2.511
N 1.7536 -3.9775 1.9511 -0.975 -0.343 1.618
H 2.9022 -2.6903 -0.4638 0.381 1.124 -0.282
H 2.9337 -4.2865 -1.1235 -0.041 0.190 1.338
H 4.2049 -3.8414 0.0340 1.239 0.252 0.032
C 2.3097 -0.5209 -3.5631 0.397 -1.643 -0.002
C 3.2822 -1.0257 -4.5353 -0.117 -0.080 -0.450
N 4.0502 -1.5003 -5.2505 -0.305 0.293 0.312
H 2.8418 0.0475 -2.8486 0.707 0.021 1.358
H 1.7492 -1.3847 -3.1551 0.390 0.610 0.146
H 1.6266 0.2027 -3.8879 -1.133 0.771 -1.349
C -0.9451 -4.6100 -0.3100 0.062 0.251 0.680
C -0.3920 -3.7382 -1.3251 -0.266 -0.615 -0.170
N 0.0044 -3.2395 -2.2737 0.397 0.766 -0.437
H -0.6262 -5.6284 -0.5580 0.030 0.185 0.412
H -2.0279 -4.5610 -0.3677 -0.134 0.019 0.064
H -0.6313 -4.2619 0.6935 -0.106 -0.551 -0.533
C -4.5381 -0.3864 3.4504 0.655 -0.504 1.553
C -4.5495 0.7407 2.5421 -0.393 -2.139 0.998
N -4.5588 1.5933 1.8010 0.091 1.961 -1.503
H -3.6533 -1.0231 3.2688 -0.589 0.279 -0.241
H -5.4433 -1.0268 3.5138 0.472 0.724 -0.491
H -4.3615 0.0331 4.4596 -0.248 -0.209 -0.323
C -2.4282 4.4614 1.5465 -1.677 -1.391 0.219
C -1.7287 3.4765 2.3738 0.511 -0.763 1.020
N -1.1920 2.7389 3.0922 -0.665 0.866 -1.132
H -2.8995 3.9865 0.6645 0.754 0.121 0.203
H -1.7819 5.2631 1.3119 0.557 0.868 -0.391
H -3.3271 4.7913 2.0899 0.528 0.191 0.133
C -0.9879 1.0326 -0.0524 1.281 -0.226 -0.739
C 0.1905 0.1914 -0.3102 1.359 -0.549 -0.025
N 1.1618 -0.4239 -0.4774 -1.290 0.665 0.229
H -0.8025 1.5811 0.8601 -0.244 -0.087 0.450
H -1.8344 0.3595 -0.0132 -0.484 0.366 0.037
H -0.9826 1.7679 -0.8647 -0.564 -0.233 0.003
```
Positions in Å, forces in eV/Å.

Values from the calculation:
E_HOMO = -9.6 eV
ΔE to the lowest compared entry with this formula, charge and spin = 0.0 kcal per mole
SMILES string = CNC(C)=O.CC#N.CC#N.CC#N.CC#N.CC#N.CC#N.CC#N.CC#N
LUMO energy = 0.4538 eV
total energy = -35661.73297 eV

Results of the natural (NBO) charge analysis, in e, for atoms 1 through 4:
1. C -0.415
2. N -0.622
3. C 0.679
4. C -0.728